(1)
Below is a cluster of 4 separate species, C12H18N3O in total, with properties calculated with ωB97M-V with the def2-TZVPD basis set.

Properties
charge = +1
HOMO = -0.445 Eh
E = -707.153955 a.u.
energy above the lowest of the compared OMol25 structures with the same formula, charge and spin = 32.9 kJ/mol
orbital gap = 9.96 eV

CARTESIAN COORDINATES (ANGSTROEM)
O  -0.832641  0.297203  -0.099874
H  -0.416565  -0.106463  0.738518
H  -0.319801  1.150670  -0.295593
H  -0.673740  -0.378001  -0.584755
N  -0.177442  -1.301415  -2.617537
C  1.057596  -1.389517  -2.012360
C  0.974321  -2.150950  -0.864263
C  -0.446607  -2.655218  -0.941237
C  -1.150786  -2.134756  -2.018135
H  -0.336566  -0.797273  -3.547556
H  1.878438  -0.979303  -2.634120
H  1.779031  -2.552252  -0.263163
H  -0.775158  -3.650744  -0.707298
H  -2.152472  -2.232022  -2.469719
N  -0.094977  3.074812  -0.137017
C  1.040895  2.581692  0.378027
C  1.639639  1.954974  -0.741984
C  0.926730  2.245525  -1.957182
C  -0.261188  2.956825  -1.495416
H  -0.720574  3.576714  0.341171
H  1.208087  2.682050  1.357321
H  2.493789  1.414696  -0.599696
H  1.260126  1.869596  -2.924875
H  -0.975762  3.620556  -2.008831
N  -1.458527  -1.272439  2.557535
C  -0.200274  -1.826189  2.389100
C  0.707945  -0.789349  2.348369
C  -0.087767  0.423236  2.826221
C  -1.335278  0.076073  2.864662
H  -2.346919  -1.764201  2.741780
H  -0.221295  -2.939838  2.267079
H  1.652171  -1.052819  1.987700
H  0.401406  1.426548  2.943278
H  -2.035835  0.621576  3.179850

Forces on the atoms, in the same order (eV/Å):
-1.196 7.066 6.997
-0.209 0.895 0.459
-0.239 -1.088 -0.267
1.655 -7.379 -7.118
-1.288 0.734 -2.275
0.108 0.367 -0.740
-2.591 -0.841 -2.081
0.470 -0.725 -0.554
2.791 1.503 -0.047
0.430 -1.024 2.118
-0.370 -0.096 1.175
-0.231 0.195 -0.032
-0.093 -0.043 1.579
0.845 -0.176 0.582
0.557 -0.309 -2.487
-0.368 -1.577 -5.713
-1.427 1.849 0.718
-1.630 0.434 2.481
2.799 -0.540 -1.179
-2.747 2.390 2.419
1.036 0.056 3.352
2.203 -1.328 -0.218
-0.531 0.477 0.236
0.293 -0.915 0.312
-0.978 0.108 1.254
-1.780 -0.308 -0.731
-2.855 -0.044 1.223
6.359 0.542 -1.922
2.281 -5.149 -1.530
1.117 0.215 -0.244
0.717 1.397 -0.163
1.746 0.690 0.121
-0.948 -1.265 0.123
-5.924 3.886 2.151

=====

(2)
Below is the molecule C5H11P, with properties calculated with ωB97M-V with the def2-TZVPD basis set.

Properties
charge = 0
HOMO = -0.333 Eh
E = -538.374432 a.u.
energy above the lowest of the compared OMol25 structures with the same formula, charge and spin = 135.9 kJ/mol
orbital gap = 10.20 eV

CARTESIAN COORDINATES (ANGSTROEM)
C  -1.915762  1.036900  -0.271317
C  -1.153090  0.150630  -0.881719
C  -0.226115  -2.097701  0.090564
C  1.578114  1.517933  0.280380
C  0.062669  -0.654049  -0.005444
P  1.690831  -0.053921  -0.623665
H  -2.723688  1.472889  -0.812578
H  -1.792257  1.228093  0.748925
H  -1.405901  -0.245439  -1.873833
H  0.071855  -2.732857  -0.710303
H  -1.288507  -2.122221  0.020687
H  -0.036791  -2.585355  1.069951
H  0.970695  2.427825  -0.076681
H  2.556126  1.937884  0.387843
H  1.277771  1.267033  1.269124
H  -0.022486  -0.031335  0.913352
H  2.356541  -0.516301  0.474710

Forces on the atoms, in the same order (eV/Å):
0.101 -0.747 -1.337
1.948 -2.317 1.203
-1.076 -0.779 1.386
-0.499 2.612 -0.746
-1.812 3.689 -1.379
-0.569 0.233 -1.032
-0.562 0.415 -0.094
0.221 0.661 1.354
0.423 0.399 0.188
0.867 -0.280 -0.672
-1.164 -0.462 0.087
0.485 0.429 -0.596
0.503 -1.802 0.120
0.914 0.167 -0.037
-0.446 0.112 0.930
-0.227 -1.362 -0.039
0.894 -0.970 0.665

=====

(3)
Below is a structure of composition C12H10ClF5Pd, with properties calculated with ωB97M-V with the def2-TZVPD basis set.

Properties
spin multiplicity = 5
charge = 0
HOMO (alpha / beta) = -0.287 / -0.304 Eh
E = -1550.422140 a.u.
energy above the lowest of the compared OMol25 structures with the same formula, charge and spin = 39.0 kJ/mol
orbital gap (alpha / beta) = 8.50 / 5.20 eV

CARTESIAN COORDINATES (ANGSTROEM)
C  -2.619226  -1.272016  -0.344279
C  -1.704979  -1.409540  -1.492889
C  -1.517301  -0.121354  -2.088007
H  -1.276627  -2.345051  -1.863585
C  -1.990311  0.852212  -1.181549
C  -2.714383  0.187428  -0.098181
H  -3.045533  0.667011  0.827027
H  -2.681003  -2.034047  0.455268
H  -1.017274  0.078864  -3.041710
H  -1.806533  1.928207  -1.251593
Pd  -0.966782  -0.629136  0.644114
Cl  0.256293  -2.598274  1.185252
C  2.384180  -0.178670  0.003791
C  2.017888  1.049873  -0.592526
C  1.592933  0.784474  -1.918701
H  2.009634  2.016021  -0.099238
C  1.690839  -0.615107  -2.135067
C  2.170587  -1.211236  -0.943956
H  2.243539  -2.277163  -0.748881
H  2.727295  -0.319795  1.026219
H  1.125288  1.499253  -2.590133
H  1.311479  -1.155969  -2.998722
F  -1.508055  0.430479  2.939648
C  -0.479659  0.916831  2.105486
F  -0.710711  2.220199  1.747435
C  0.836282  0.869448  2.887632
F  0.484698  1.422515  4.083043
F  1.336480  -0.367581  3.120691
F  1.850961  1.612132  2.363416

Forces on the atoms, in the same order (eV/Å):
0.915 0.550 -0.389
-1.367 0.038 -0.164
0.342 -0.426 0.663
-0.384 0.391 0.196
-1.180 -0.068 0.855
0.058 0.132 -1.273
-0.659 -0.114 -0.723
-1.207 0.047 -0.987
-0.138 -0.146 0.633
-0.273 -0.498 0.035
4.467 -0.267 1.160
-0.402 -0.056 0.008
-0.281 2.717 0.546
0.810 -1.240 2.298
-0.481 -1.688 -0.979
0.134 -0.193 -0.152
-0.172 0.238 0.036
-0.644 -0.315 -1.720
0.148 0.317 -0.100
-0.039 0.049 -0.411
0.303 -0.090 0.045
0.323 0.173 0.125
1.169 0.974 -0.652
-0.850 0.070 -0.871
-0.077 -1.146 0.641
0.773 0.128 1.350
0.883 -0.214 -0.207
-0.822 1.232 -0.293
-1.349 -0.592 0.328

=====

(4)
Below is a structure of composition C5H6N2S2, with properties calculated with ωB97M-V with the def2-TZVPD basis set.

Properties
charge = 0
HOMO = -0.276 Eh
E = -1099.789211 a.u.
energy above the lowest of the compared OMol25 structures with the same formula, charge and spin = 444.9 kJ/mol
orbital gap = 7.83 eV

CARTESIAN COORDINATES (ANGSTROEM)
C  0.288346  -0.342492  -1.280518
C  -0.614357  0.638619  -1.147782
C  -3.098499  0.121097  0.808007
C  1.512448  0.000170  -0.515297
C  -0.474889  1.876921  -0.330582
N  -2.650101  -0.530401  1.677970
N  -1.929523  1.950165  -0.038078
S  -2.334407  0.522092  -1.011913
S  0.845006  1.264441  0.797500
H  -0.067087  -1.310795  -1.596045
H  2.110283  -0.804326  0.060425
H  2.302614  0.312955  -1.212096
H  -0.163722  2.875981  -0.844202
H  -1.907414  -1.179879  2.099088
H  -2.421088  2.168342  0.874150

Forces on the atoms, in the same order (eV/Å):
-1.240 0.940 0.889
0.339 -0.777 -1.392
-1.997 -0.753 1.300
1.601 -0.612 1.195
0.612 1.362 -0.498
2.114 -2.276 2.175
0.406 0.594 0.001
-0.590 1.143 -0.759
1.006 -0.208 -0.461
0.493 -0.221 -0.195
-1.663 0.829 -0.672
-0.157 0.990 0.406
-0.221 -1.903 0.783
-1.776 1.685 -1.306
1.072 -0.792 -1.467

=====

(5)
Below is the molecule C21H23N5, with properties calculated with ωB97M-V with the def2-TZVPD basis set.

Properties
charge = 0
HOMO = -0.295 Eh
E = -1087.712832 a.u.
energy above the lowest of the compared OMol25 structures with the same formula, charge and spin = 303.4 kJ/mol
orbital gap = 8.26 eV

CARTESIAN COORDINATES (ANGSTROEM)
N  5.104924  0.227704  -4.014639
C  4.668750  0.483053  -2.956579
N  0.652392  0.950913  1.423929
N  -3.488454  -2.854654  0.451664
C  1.316708  2.036394  1.750387
C  1.121385  2.787751  2.959773
C  1.950352  3.843760  3.275250
C  2.945776  4.256577  2.273810
C  3.195046  3.431932  1.146800
C  2.238628  1.458690  -0.151539
C  1.276110  0.587373  0.261432
C  -4.706931  -3.100809  0.840589
C  -3.053830  -1.725392  -0.074833
C  -5.665860  -2.141779  0.972239
C  -5.212958  -0.812080  0.485094
C  -3.877147  -0.615053  -0.083247
N  2.361522  2.305479  0.908016
N  -0.771569  -0.720963  -0.023030
C  -3.465411  0.702063  -0.648206
C  4.222522  0.601122  -1.602951
C  2.982714  1.542078  -1.533897
C  0.427249  -2.885807  -1.282116
C  -1.030914  -3.131863  -0.847724
C  1.267380  -1.843532  -0.440628
C  -1.613578  -1.709659  -0.636383
C  0.616825  -0.454463  -0.521836
H  0.146876  2.514954  3.393613
H  1.623407  4.414376  4.236210
H  3.543056  5.065339  2.516419
H  4.114746  3.668756  0.559276
H  -4.913591  -4.116042  1.349419
H  -6.533035  -2.453179  1.502870
H  -5.946902  -0.045328  0.619936
H  -0.702067  -0.742125  1.043616
H  -3.391363  0.669401  -1.745370
H  -2.462650  0.993708  -0.379934
H  -4.167883  1.428282  -0.277106
H  4.983702  1.060775  -0.993616
H  3.996809  -0.385999  -1.158618
H  2.362700  1.150519  -2.360687
H  3.253241  2.593842  -1.753935
H  0.399909  -2.503049  -2.266344
H  0.887212  -3.875968  -1.361487
H  -1.055980  -3.719073  0.083280
H  -1.686667  -3.591455  -1.640934
H  2.272791  -1.710418  -0.720153
H  1.209015  -2.087653  0.658644
H  -1.824422  -1.407125  -1.666522
H  0.429466  -0.141373  -1.569955

Forces on the atoms, in the same order (eV/Å):
-1.238 0.927 2.434
1.920 -1.482 -3.248
1.088 0.424 -0.619
1.741 -1.493 -0.962
0.227 0.165 2.573
-0.012 0.385 -1.039
-1.782 0.340 0.105
-1.392 -4.040 -0.504
-0.336 1.390 1.947
1.390 -0.802 -2.001
-1.979 -0.026 -0.463
-0.386 -1.706 2.122
0.354 -0.337 0.793
2.308 3.110 -1.668
0.606 -2.763 0.432
-2.898 -0.132 0.930
1.349 3.061 0.035
0.395 1.511 2.702
0.059 -0.111 -0.307
-0.892 0.832 1.314
-0.606 -0.622 1.265
0.491 -0.576 0.757
-0.028 1.199 0.563
-1.905 -0.378 0.926
-0.899 -0.724 -0.458
-2.588 -2.737 -1.060
0.900 0.251 0.594
1.249 -0.691 -1.999
1.286 1.401 -0.004
-1.307 -0.653 0.029
0.478 1.356 -1.182
-1.016 0.675 0.004
0.086 0.829 -0.276
-0.541 -0.200 -2.073
-0.596 0.068 0.144
0.297 -0.077 0.583
-0.227 0.612 -0.369
0.624 -0.086 0.174
0.049 0.442 -0.421
-0.426 0.587 0.654
-0.077 -0.620 0.062
0.055 0.475 -1.398
0.454 0.286 0.166
-0.184 0.114 -0.382
1.015 0.011 0.815
1.514 -0.680 -0.596
0.359 0.004 -0.980
0.354 0.553 -0.326
0.664 -0.077 0.207

=====

(6)
Below is a cluster of 6 separate species, C12H24O24S6 in total, with properties calculated with ωB97M-V with the def2-TZVPD basis set.

Properties
spin multiplicity = 2
charge = -1
HOMO (alpha / beta) = -0.039 / -0.265 Eh
E = -4666.271526 a.u.
orbital gap (alpha / beta) = 2.85 / 8.99 eV

CARTESIAN COORDINATES (ANGSTROEM)
C  -0.032728  5.038234  1.174606
C  -0.784444  4.299172  0.044907
O  0.161335  4.088806  -1.045356
S  1.745439  4.259362  -0.546666
O  2.438332  5.394423  -1.143612
O  2.518926  3.029077  -0.465507
O  1.307099  4.656640  1.024182
H  -0.458045  4.671241  2.108696
H  -0.202132  6.093009  0.958175
H  -1.556942  4.933464  -0.389845
H  -1.260739  3.363882  0.338982
C  -0.914594  -0.595065  1.443518
C  0.315794  0.325884  0.919380
O  0.936818  -0.381534  -0.069915
S  0.120489  -1.734117  -0.539807
O  0.709366  -2.931046  0.024021
O  -0.254655  -1.742041  -1.947686
O  -1.225410  -1.449251  0.324180
H  -1.717286  0.010534  1.864281
H  -0.514181  -1.241623  2.224382
H  1.083068  0.614360  1.637824
H  -0.261267  1.116564  0.439875
C  -1.338923  1.708816  -4.034172
C  -0.376657  1.586341  -2.838031
O  -1.174565  1.176718  -1.744333
S  -2.833561  1.153240  -2.116165
O  -3.533615  1.926937  -1.042067
O  -3.340376  -0.145066  -2.369286
O  -2.643362  1.977313  -3.526754
H  -1.370365  0.819438  -4.663556
H  -1.031836  2.501839  -4.716016
H  0.119209  2.489701  -2.482818
H  0.361901  0.795980  -2.972059
C  3.171494  -4.233883  3.634646
C  2.890456  -3.295030  2.417882
O  3.995733  -3.584199  1.583852
S  5.335911  -3.781344  2.432175
O  5.750244  -2.556197  3.094090
O  6.290029  -4.604489  1.652258
O  4.528764  -4.706581  3.554821
H  2.656433  -5.192031  3.703663
H  3.058455  -3.666785  4.558613
H  2.808747  -2.242799  2.690330
H  1.964714  -3.750126  2.065772
C  -1.027712  -2.565894  -4.840459
C  -0.919905  -2.015269  -6.280632
O  -1.103740  -3.213629  -7.125013
S  -0.701698  -4.607088  -6.365781
O  0.494585  -5.128317  -7.010075
O  -1.910159  -5.398941  -6.309912
O  -0.417673  -3.813132  -4.902685
H  -2.060597  -2.492843  -4.499988
H  -0.422436  -1.872603  -4.256430
H  0.109424  -1.758801  -6.531230
H  -1.652255  -1.245444  -6.523810
C  -1.537798  0.756311  5.918586
C  -2.540114  1.885698  5.937720
O  -1.645537  2.846561  5.380463
S  -0.895822  2.292690  3.934078
O  0.498860  2.788882  3.760407
O  -1.897422  2.278300  2.813728
O  -0.893835  0.753758  4.671672
H  -2.050223  -0.196070  6.054559
H  -0.684731  0.727009  6.596460
H  -2.762528  2.124741  6.977664
H  -3.421754  1.656316  5.339219

Forces on the atoms, in the same order (eV/Å):
-1.344 -0.666 -1.568
-0.391 0.192 -0.252
2.144 0.100 0.296
0.523 0.658 2.448
-1.851 -1.548 0.322
-1.950 1.422 -0.540
1.435 -0.554 -1.461
0.485 0.289 0.268
0.446 0.239 0.612
0.008 0.000 0.078
0.448 -0.182 0.057
2.795 0.070 0.795
-3.453 0.434 1.352
0.682 -3.312 -2.982
-1.430 -0.468 0.549
0.052 1.508 -0.820
1.101 0.460 2.044
0.588 0.821 -0.839
-0.249 -0.150 -0.714
-0.227 -0.076 0.229
-0.597 0.197 0.223
0.753 0.743 0.297
0.840 0.185 -0.566
0.105 -0.402 0.051
-3.140 -0.518 0.137
0.145 2.645 3.351
2.256 -1.622 -3.586
0.513 -0.246 -0.531
-0.261 -0.304 1.383
-0.034 -0.366 0.336
-0.288 0.309 0.295
-0.176 0.103 -0.681
0.045 0.059 -0.318
0.725 0.227 1.144
-0.310 -1.969 1.547
0.736 0.657 -1.331
0.907 -1.511 0.350
-0.519 -1.633 -1.216
-2.662 2.218 2.128
1.620 1.051 -1.135
-0.715 0.477 -0.363
-0.084 -0.168 0.124
0.103 -0.145 -0.173
0.207 0.827 -1.092
0.089 2.433 -1.455
0.545 -1.889 -0.248
-0.312 -0.272 0.421
-0.762 1.734 -0.855
-1.699 0.782 1.880
1.745 0.614 0.375
0.389 -2.512 -0.973
-0.004 -0.791 0.193
0.007 -0.541 0.510
-0.102 0.708 0.329
0.063 -0.293 -0.184
-0.399 -2.160 0.527
2.248 -0.464 0.709
-1.726 2.039 1.024
0.083 2.572 -0.967
-0.360 -1.364 -0.395
1.014 -1.088 0.252
0.171 -0.490 -1.932
-0.047 -0.372 -0.231
-0.558 0.827 0.957
-0.324 0.261 -0.098
-0.044 0.214 -0.086

=====

- Which formula does entry 5 have?
  C21H23N5

=====

- What is the charge in the sixth record?
  -1

=====

- Look up the charge of the second one.
  0